(1)
Here is a molecular structure, C44H60BaGeIN4O4S2 from the Open Molecules 2025 dataset. Energies are from ωB97M-V/def2-TZVPD.

Each line ends with the Löwdin spin population.
Positions of all 117 atoms, in Å:
Ba -0.964963 -0.424545 -0.713517  0.0057
C -5.084251 0.147299 -2.893859  0.0000
C -4.120532 -1.025327 -2.728904  0.0000
C -2.961819 -0.889690 -3.717557  -0.0001
C -4.850437 -2.344502 -2.970369  0.0000
O -3.566759 -0.959208 -1.424131  0.0001
Ge -3.839568 -2.133038 0.042625  0.0000
O -2.045013 -2.777843 -0.195801  0.0004
C -1.659110 -4.142934 -0.136124  0.0002
C -1.919214 -4.686596 1.267852  0.0005
C -0.165375 -4.184254 -0.443931  0.0020
C -2.427276 -4.954523 -1.176457  0.0001
O -3.117857 -0.731549 1.115853  0.0000
C -3.699822 -0.263481 2.320706  0.0001
C -4.644377 0.900068 2.015023  0.0000
C -4.468987 -1.364850 3.053913  0.0000
C -2.556222 0.221799 3.208763  0.0012
H -5.524301 0.160314 -3.893506  0.0000
H -5.887412 0.068535 -2.158682  0.0000
H -4.555600 1.086769 -2.725931  0.0000
H -3.319124 -0.865551 -4.749222  0.0000
H -2.414993 0.038701 -3.529678  0.0000
H -2.276082 -1.734588 -3.607900  -0.0001
H -5.220080 -2.393306 -3.996636  0.0000
H -4.176932 -3.188386 -2.808202  0.0000
H -5.700953 -2.444509 -2.294343  0.0000
H -1.469596 -5.673055 1.401796  0.0000
H -1.488895 -4.001667 2.000926  0.0008
H -2.992208 -4.768617 1.454220  0.0000
H 0.391003 -3.614333 0.303382  0.0026
H 0.207443 -5.210553 -0.454425  0.0000
H 0.026107 -3.742044 -1.425870  0.0000
H -3.499558 -4.918599 -0.974847  0.0000
H -2.244987 -4.544658 -2.172229  0.0000
H -2.111759 -5.999935 -1.169121  0.0000
H -5.402532 0.583509 1.295877  0.0000
H -5.146133 1.245113 2.922267  0.0000
H -4.092866 1.734537 1.579853  0.0000
H -5.337957 -1.684671 2.478897  0.0000
H -3.822324 -2.230533 3.212778  0.0000
H -4.814943 -1.006880 4.025860  0.0000
H -1.951113 0.944263 2.653275  0.0009
H -2.939877 0.698820 4.114672  0.0000
H -1.910332 -0.608909 3.493486  0.0002
C 4.639664 -1.345292 -1.169168  -0.0068
C 3.160754 -1.420471 -1.430182  -0.0019
N 2.292998 -1.197976 -0.419221  0.1672
N 2.930473 -0.919449 0.707292  0.1454
C 2.177945 -0.913009 1.825522  0.0565
S 0.547583 -1.147965 2.085698  0.1592
S 3.089533 -0.654133 3.317445  0.0151
C 4.822226 -0.526407 2.830309  0.0008
C 5.502672 -1.771134 2.315108  0.0005
C 6.677953 -1.629302 1.586400  0.0001
C 7.369434 -2.740154 1.128148  0.0002
C 6.885112 -4.014012 1.388503  0.0002
C 5.712826 -4.163408 2.115658  0.0003
C 5.029394 -3.049318 2.581782  0.0011
C 2.715557 -1.832818 -2.712383  0.0976
C 3.599103 -2.590028 -3.539168  -0.0105
C 3.211167 -3.077502 -4.747116  0.0802
C 1.903289 -2.800378 -5.238773  0.0241
C 1.031139 -2.058578 -4.518615  0.0377
C 1.394477 -1.517338 -3.236306  0.0662
O 0.626919 -0.749008 -2.622888  0.1432
H 4.838599 -0.498567 -0.516920  0.0003
H 5.196541 -1.225189 -2.093409  -0.0006
H 4.993612 -2.232320 -0.641155  -0.0030
H 5.288575 -0.215810 3.771745  0.0000
H 4.944612 0.288048 2.116722  0.0001
H 7.051427 -0.635333 1.365233  0.0000
H 8.280940 -2.610011 0.558643  0.0000
H 7.416698 -4.883424 1.024819  0.0000
H 5.324504 -5.152648 2.320540  0.0000
H 4.108710 -3.174047 3.137146  0.0002
H 4.582579 -2.838674 -3.167874  -0.0028
H 3.883662 -3.688327 -5.333464  0.0047
H 1.614351 -3.188198 -6.207970  0.0001
H 0.040604 -1.815791 -4.880988  0.0008
I 1.637909 2.542037 -2.102616  0.0029
C 0.236950 4.119071 -2.084976  0.0003
C 0.692414 5.343853 -2.481943  0.0002
C -0.209105 6.433129 -2.499874  0.0000
C -1.502136 6.240960 -2.113887  0.0000
C -1.966336 4.970079 -1.688896  0.0000
C -3.307272 4.807789 -1.257402  0.0000
C -3.722420 3.582045 -0.828887  0.0000
C -2.821016 2.491648 -0.811458  0.0000
C -1.490838 2.524314 -1.208983  0.0001
C -1.098756 3.835278 -1.670616  0.0000
H 1.718714 5.479344 -2.793479  0.0001
H 0.134142 7.406154 -2.828415  0.0000
H -2.203648 7.068365 -2.125370  0.0000
H -3.978190 5.659396 -1.279748  0.0000
H -4.746508 3.443212 -0.495927  0.0000
H -3.233664 1.553026 -0.441290  0.0000
C 2.535533 4.116006 2.208687  0.0002
C 2.179518 2.665272 1.805609  0.0006
N 0.824183 2.345279 2.220212  0.0019
C 0.706426 2.476090 3.658813  0.0010
C 0.920793 3.961166 4.063758  0.0000
N 1.301515 4.717061 2.818039  0.0000
C 0.171713 4.688715 1.820103  0.0000
C -0.136371 3.203908 1.548773  0.0001
H 2.805082 4.734542 1.353159  0.0000
H 3.322560 4.175128 2.960585  0.0000
H 2.865137 1.959075 2.273588  0.0006
H 2.246976 2.554710 0.724667  0.0002
H 1.446096 1.831752 4.134427  0.0007
H -0.283751 2.142987 3.968324  0.0001
H 1.730354 4.096677 4.780210  0.0000
H 0.018158 4.430314 4.453096  0.0000
H 1.494503 5.682714 3.065195  0.0000
H 0.512071 5.213470 0.926158  0.0000
H -0.663185 5.233157 2.259569  0.0000
H -0.114852 2.994864 0.481190  0.0000
H -1.140748 2.948791 1.887706  0.0000

Forces on atoms 1 to 2 (eV/Å):
Ba -0.0956 0.5874 0.3352
C 0.0138 -0.0158 0.0238

The calculation puts the energy above the lowest of the compared OMol25 structures with the same formula, charge and spin at 16.0 kcal/mol. As for the HOMO energy (spin up / spin down): -6.83 / -6.83 eV. For the orbital gap (spin up / spin down), the calculation gives 6.1 / 4.9 eV. The strongest force on any atom comes out at 0.01328 hartree/bohr. The molar mass is 1109.96 g/mol. As for the multiplicity: 2.

***

(2)
Here is a molecular structure, C44H60FeN6O3 from the Open Molecules 2025 dataset. Energies are from ωB97M-V/def2-TZVPD.

Each line ends with the Löwdin spin population.
Positions of all 114 atoms, in Å:
Fe 0.036471 0.208219 -0.532794  1.9622
C 2.794495 -4.223545 3.097088  0.0077
C 1.585021 -4.487232 2.192792  0.0138
C 1.428442 -3.486886 1.087296  0.1157
C 1.836266 -3.617307 -0.221444  0.0375
C 2.503791 -4.799294 -0.861432  0.0007
C 1.507306 -5.741734 -1.548109  0.0017
C 1.405541 -2.439827 -0.897242  0.1549
N 0.801195 -1.583124 -0.046220  0.0544
C 0.792160 -2.194185 1.198640  0.0535
C 0.263627 -1.678648 2.387730  0.3025
C -0.375520 -0.333921 2.443304  0.0491
C -0.408662 0.456246 3.772261  0.0124
C 0.005675 -0.175712 5.074374  0.0025
C 1.491957 -0.020651 5.417227  0.0036
C -0.903196 1.697972 3.657494  0.0021
C -1.421927 2.049719 2.307128  0.0394
C -1.006611 3.047144 1.522778  0.0128
C -1.213231 3.051592 0.061201  0.1817
N -0.839945 2.039971 -0.796363  0.0063
C -1.160482 2.499876 -2.056102  0.0589
C -0.854870 1.867757 -3.258723  0.1723
C -0.153164 0.664412 -3.425047  0.0697
N 0.220382 -0.137333 -2.431658  0.1101
C 0.956519 -1.185934 -2.998497  0.0646
C 1.504690 -2.205884 -2.310705  0.0897
C 1.001153 -0.997399 -4.447283  0.0002
C 0.316530 0.132350 -4.713347  0.0244
C 0.041523 0.761898 -6.043203  0.0038
C -1.368024 0.448015 -6.559254  0.0034
C 1.730404 -1.881211 -5.407856  -0.0017
C 3.227340 -1.555436 -5.475805  -0.0001
C -1.766977 3.797923 -1.976583  0.1306
C -1.769863 4.144241 -0.644736  0.0310
C -2.342123 5.379169 -0.015502  -0.0022
C -3.809222 5.198110 0.388497  0.0001
C -2.233740 4.628834 -3.130039  0.0156
C -1.107248 5.471158 -3.743052  0.0088
N -2.304708 1.069254 1.806442  0.0186
C -1.051853 2.694701 4.771363  0.0009
C -2.513637 2.823618 5.213291  0.0002
H 2.903969 -4.999753 3.859303  0.0006
H 2.690184 -3.261663 3.604594  0.0005
H 3.713193 -4.192785 2.505165  0.0002
H 0.678395 -4.503813 2.804938  0.0025
H 1.673712 -5.487141 1.760772  0.0012
H 3.062989 -5.355143 -0.104910  -0.0002
H 3.242112 -4.457650 -1.592974  0.0006
H 0.789876 -6.130670 -0.821589  0.0000
H 2.014236 -6.588328 -2.018029  0.0002
H 0.940709 -5.209744 -2.316018  0.0008
H 0.318090 -2.288275 3.281467  0.0201
H -0.235363 -1.240941 5.044563  0.0005
H -0.596008 0.246119 5.881474  0.0000
H 2.115034 -0.635731 4.763299  0.0018
H 1.686996 -0.336794 6.444282  0.0003
H 1.811016 1.019476 5.313357  0.0002
H -0.427642 3.859405 1.953940  0.0047
H -1.129845 2.399193 -4.161779  0.0095
H 2.033322 -2.956622 -2.889783  0.0027
H 0.781904 0.419899 -6.768932  0.0001
H 0.166279 1.845257 -5.963509  0.0010
H -1.488121 -0.627064 -6.709027  0.0001
H -1.565869 0.951641 -7.507791  0.0002
H -2.123631 0.766520 -5.837716  0.0013
H 1.289730 -1.779635 -6.401140  -0.0001
H 1.597030 -2.926430 -5.118810  -0.0003
H 3.377497 -0.519254 -5.784338  0.0000
H 3.742170 -2.204477 -6.186596  -0.0001
H 3.692948 -1.678633 -4.496177  0.0003
H -2.251481 6.222833 -0.704091  -0.0003
H -1.761763 5.639890 0.873306  -0.0003
H -4.423299 4.968428 -0.485932  0.0000
H -4.211183 6.097309 0.863334  0.0001
H -3.905349 4.366340 1.090843  0.0003
H -3.036075 5.290957 -2.794962  0.0017
H -2.667853 3.986205 -3.899783  0.0019
H -0.687162 6.148451 -2.996452  0.0001
H -1.468955 6.068338 -4.583497  0.0008
H -0.297460 4.830551 -4.098077  0.0002
H -0.699455 3.666916 4.414298  0.0001
H -0.421901 2.420540 5.618419  0.0000
H -3.147750 3.084154 4.363508  0.0002
H -2.629000 3.595258 5.976121  0.0000
H -2.875002 1.878445 5.625257  0.0001
C 4.092256 -0.665610 2.313607  0.0011
N 3.666231 -0.239320 0.989807  0.0055
C 4.521330 -0.616596 -0.128676  0.0019
C 2.580448 0.513819 0.749860  0.0075
O 2.274523 0.912311 -0.367468  0.0254
C 1.632468 0.887978 1.877197  0.0067
O 0.315274 0.515997 1.486182  0.0074
C -1.888451 -0.305925 2.079846  0.0223
C -2.381291 -1.136393 0.911923  0.0067
O -1.830469 -1.054472 -0.176018  0.0341
N -3.474236 -1.910619 1.100414  0.0025
C -3.930106 -2.755984 0.005964  0.0004
C -4.340521 -1.860566 2.272456  0.0008
H 4.761801 -1.515482 2.197527  0.0002
H 4.626681 0.122193 2.850921  0.0002
H 3.248140 -1.004162 2.909080  0.0010
H 4.600046 -1.704842 -0.164476  0.0006
H 4.074388 -0.259936 -1.050131  0.0005
H 5.518953 -0.185320 -0.014807  0.0002
H 1.874489 0.438951 2.831971  0.0033
H 1.651566 1.976841 1.975020  0.0001
H -2.347684 -0.680030 2.990671  0.0019
H -2.455956 1.213238 0.813985  0.0020
H -3.154963 -2.814902 -0.750272  0.0002
H -4.147112 -3.754887 0.387856  0.0000
H -4.837369 -2.346159 -0.445152  0.0001
H -4.328299 -0.879509 2.739018  0.0001
H -5.363118 -2.046770 1.944793  0.0001
H -4.075757 -2.622349 3.010677  0.0004

Forces on atoms 1 to 2 (eV/Å):
Fe 0.1434 0.0808 0.3629
C -0.0115 0.0062 -0.0341

The calculation puts the energy above the lowest of the compared OMol25 structures with the same formula, charge and spin at 62.8 kcal/mol. As for the HOMO energy (spin up / spin down): -4.80 / -6.69 eV. For the orbital gap (spin up / spin down), the calculation gives 5.4 / 5.8 eV. The strongest force on any atom comes out at 0.00804 hartree/bohr. The molar mass is 776.85 g/mol. As for the multiplicity: 5.